The following is a quantum chemistry calculation of 2 unconnected molecules or ions with the total composition C59H80N5O at a distorted geometry, from the Open Molecules 2025 dataset.

Calculated values
Net charge   +1
HOMO energy   -7.6307 eV

Last column: Mulliken charge in e.
Cartesian coordinates (Å):
C (3.7870, 3.5472, 0.8170)  -1.25
C (2.6407, 3.9398, 1.7634)  0.00
C (3.1811, 4.2039, 3.1706)  -1.69
C (1.5112, 2.9184, 1.7265)  0.23
C (1.4876, 1.7938, 2.5541)  -0.23
C (0.5357, 0.7927, 2.3795)  0.34
C (0.6052, -0.5216, 3.1421)  2.88
C (1.5814, -0.5158, 4.3145)  -2.67
C (0.8672, -1.7297, 2.2542)  -0.94
C (-0.5231, 0.9979, 1.4441)  0.51
C (-1.6023, 0.0312, 1.2954)  -2.05
N (-2.6535, -0.0910, 2.1982)  1.84
C (-2.6226, 0.2550, 3.6073)  -0.75
C (-2.4346, -0.7636, 4.5572)  0.67
C (-2.3618, -2.2364, 4.1321)  2.61
C (-3.7618, -2.8311, 4.0497)  -1.48
C (-1.4248, -3.0790, 4.9971)  -1.56
C (-2.3086, -0.3969, 5.9031)  -0.78
C (-2.2639, 0.9452, 6.2687)  -1.36
C (-2.4370, 1.9461, 5.3144)  -0.49
C (-2.6948, 1.6073, 3.9823)  -0.15
C (-3.1441, 2.6358, 2.9527)  2.78
C (-2.7980, 4.0648, 3.3579)  -2.18
C (-4.6343, 2.5109, 2.6307)  -1.47
N (-3.5848, -0.9525, 1.7222)  0.12
N (-3.1164, -1.3678, 0.5208)  1.53
C (-3.8298, -2.3877, -0.2098)  -0.93
C (-3.2919, -3.6891, -0.2433)  0.34
C (-2.1031, -4.1283, 0.6323)  2.54
C (-0.9124, -4.5831, -0.2048)  -1.74
C (-2.5225, -5.2270, 1.6132)  -1.54
C (-3.9171, -4.6485, -1.0423)  -0.50
C (-5.1305, -4.3610, -1.6602)  -1.29
C (-5.7268, -3.1118, -1.4812)  -0.98
C (-5.0800, -2.0959, -0.7815)  0.24
C (-5.8071, -0.7520, -0.5939)  0.48
C (-4.9957, 0.5011, -0.9203)  -1.08
C (-6.4524, -0.6546, 0.7894)  -1.34
C (-1.8266, -0.8623, 0.2573)  2.36
C (-1.0339, -1.2339, -0.8179)  -2.72
C (-0.5289, 2.1690, 0.6292)  1.22
C (-1.5862, 2.4179, -0.4494)  2.06
C (-1.0250, 2.1195, -1.8435)  -1.56
C (-2.1876, 3.8250, -0.3965)  -1.29
C (0.5076, 3.0837, 0.7777)  -0.82
H (3.4190, 3.3440, -0.1963)  0.21
H (4.5209, 4.3591, 0.7503)  0.43
H (4.3012, 2.6490, 1.1870)  0.27
H (2.2052, 4.8755, 1.3837)  0.40
H (2.3649, 4.3992, 3.8729)  0.35
H (3.7715, 3.3573, 3.5379)  0.30
H (3.8272, 5.0868, 3.1496)  0.48
H (2.2609, 1.6852, 3.3163)  0.32
H (-0.4026, -0.6560, 3.5581)  -0.99
H (1.3297, 0.2709, 5.0355)  0.46
H (1.5503, -1.4768, 4.8413)  0.39
H (2.6027, -0.3581, 3.9481)  0.50
H (0.2455, -1.7320, 1.3524)  -0.15
H (1.9126, -1.7378, 1.9308)  -0.13
H (0.6758, -2.6613, 2.8031)  0.37
H (-1.9501, -2.2406, 3.1108)  -0.97
H (-4.2959, -2.3735, 3.2098)  0.07
H (-3.7228, -3.9157, 3.8943)  0.45
H (-4.3186, -2.6168, 4.9716)  0.33
H (-0.4293, -2.6201, 5.0739)  0.20
H (-1.8338, -3.1978, 6.0096)  0.53
H (-1.3042, -4.0781, 4.5530)  0.25
H (-2.2379, -1.1758, 6.6641)  0.35
H (-2.1036, 1.2118, 7.3142)  0.40
H (-2.3826, 2.9967, 5.6081)  0.42
H (-2.5868, 2.3948, 2.0360)  -1.23
H (-1.7249, 4.1641, 3.5591)  0.40
H (-3.0665, 4.7687, 2.5625)  0.39
H (-3.3598, 4.3404, 4.2578)  0.54
H (-4.9025, 1.4828, 2.3533)  0.12
H (-5.2342, 2.7923, 3.5093)  0.41
H (-4.9045, 3.1744, 1.7976)  0.31
H (-1.7938, -3.2490, 1.2113)  -1.05
H (-0.6157, -3.7965, -0.9063)  0.30
H (-0.0534, -4.8076, 0.4414)  0.40
H (-1.1670, -5.4907, -0.7678)  0.42
H (-3.4363, -4.9442, 2.1492)  0.31
H (-2.7215, -6.1602, 1.0690)  0.44
H (-1.7280, -5.4150, 2.3489)  0.33
H (-3.4516, -5.6302, -1.1559)  0.39
H (-5.6368, -5.1217, -2.2533)  0.38
H (-6.7139, -2.9059, -1.9016)  0.44
H (-6.6293, -0.7846, -1.3214)  0.70
H (-4.4663, 0.4057, -1.8743)  0.33
H (-5.6650, 1.3688, -0.9797)  0.58
H (-4.2629, 0.7128, -0.1361)  -0.23
H (-7.1496, -1.4856, 0.9487)  0.38
H (-5.6783, -0.7117, 1.5625)  -0.06
H (-6.9888, 0.2947, 0.9085)  0.42
H (-1.4752, -1.8769, -1.5676)  0.34
H (-0.0565, -0.7888, -0.9213)  0.21
H (-2.3996, 1.7030, -0.2612)  -1.37
H (-0.7609, 1.0599, -1.9237)  0.23
H (-1.7702, 2.3473, -2.6148)  0.49
H (-0.1230, 2.7145, -2.0387)  0.28
H (-2.5991, 4.0470, 0.5962)  0.02
H (-1.4361, 4.5881, -0.6353)  0.38
H (-3.0069, 3.9063, -1.1230)  0.45
H (0.5390, 3.9653, 0.1309)  0.24
C (3.6161, -1.7343, -5.6960)  -0.79
N (4.0320, -0.4406, -6.2025)  0.15
C (4.2751, 0.6882, -5.5004)  0.54
C (3.8555, 0.7742, -4.0845)  0.45
C (4.1865, -0.3886, -3.2647)  -1.55
C (3.4616, -0.7326, -2.1684)  0.09
C (3.7565, -1.9438, -1.4233)  0.69
C (3.4158, -2.0342, -0.0556)  0.08
C (3.7158, -3.1755, 0.6864)  -0.79
C (4.3698, -4.2531, 0.0726)  -0.63
C (4.7152, -4.1833, -1.2821)  -0.81
C (4.4003, -3.0465, -2.0306)  -0.13
O (3.2068, 1.7499, -3.6451)  -0.77
N (4.6881, 1.6281, -6.3955)  0.39
C (5.1906, 3.0094, -6.0849)  1.38
C (5.7930, 3.5949, -7.3519)  -2.13
C (6.2377, 2.9251, -4.9805)  -1.49
C (4.0277, 3.8840, -5.6479)  -1.34
C (4.6511, 1.0763, -7.6630)  -0.10
C (4.2748, -0.2151, -7.5409)  -0.88
H (3.2129, -2.3019, -6.5407)  0.35
H (4.4636, -2.3011, -5.2814)  0.37
H (2.8348, -1.6425, -4.9337)  0.32
H (5.0903, -0.9252, -3.5732)  0.79
H (2.6662, -0.0792, -1.8008)  0.47
H (2.9383, -1.1606, 0.3898)  0.59
H (3.4346, -3.2397, 1.7377)  0.44
H (4.6297, -5.1316, 0.6650)  0.41
H (5.2239, -5.0235, -1.7598)  0.38
H (4.6464, -2.9949, -3.0931)  0.15
H (5.0291, 3.7268, -8.1307)  0.47
H (6.2003, 4.5903, -7.1303)  0.43
H (6.6209, 2.9831, -7.7340)  0.49
H (5.7971, 2.5906, -4.0360)  0.27
H (7.0616, 2.2659, -5.2781)  0.39
H (6.6599, 3.9250, -4.8171)  0.46
H (3.5522, 3.4908, -4.7471)  0.25
H (4.4035, 4.8953, -5.4410)  0.44
H (3.2893, 3.9559, -6.4537)  0.40
H (4.9104, 1.6289, -8.5518)  0.49
H (4.1042, -0.9779, -8.2818)  0.44